i) Here is a structure of composition C3H4N2O from the Open Molecules 2025 dataset. Energies are from the ωB97M-V functional and the def2-TZVPD basis.

XYZ file:
```
10
Properties=species:S:1:pos:R:3:mulliken_charge:R:1
O 0.27828 -0.46019 2.07293 -0.638
C -0.01506 -0.21459 0.91438 0.373
C 1.08364 -0.30081 -0.16547 -0.314
N 0.61093 0.32048 -1.41376 -0.387
C -0.55372 0.62412 -1.37885 0.237
N -1.18667 0.10639 0.37649 -0.462
H 2.00001 0.18336 0.16800 0.283
H 1.29974 -1.35039 -0.37613 0.235
H -1.57585 0.85652 -1.25938 0.422
H -1.94131 0.23511 1.06179 0.251
```

Output
Multiplicity: 1
Total charge: 0

***

ii) Here is the molecule C3H4N2O from the Open Molecules 2025 dataset. Energies are from the ωB97M-V functional and the def2-TZVPD basis.

XYZ file:
```
10
Properties=species:S:1:pos:R:3:mulliken_charge:R:1
C -0.70377 1.52780 0.72088 -0.228
N 0.30666 0.98641 0.24919 -0.432
C 0.60814 -0.00353 -0.61438 0.340
C 0.55693 -1.43058 -0.00796 -0.095
O -0.81375 -1.37715 0.24102 -0.320
N -0.34158 -1.09181 -1.07091 -0.358
H -0.33661 2.23216 1.46905 0.244
H -1.75272 1.48310 0.50826 0.279
H 1.35888 0.05396 -1.51945 0.297
H 1.11782 -2.38037 0.02431 0.273
```

Output
Multiplicity: 1
Structure (SMILES): C=N[C@H]1[C@H]2ON21
Total charge: 0

***

iii) Here is the molecule C3H4N2O from the Open Molecules 2025 dataset. Energies are from the ωB97M-V functional and the def2-TZVPD basis.

XYZ file:
```
10
Properties=species:S:1:pos:R:3:mulliken_charge:R:1
N 0.94209 -1.59187 -0.94372 -0.607
C 0.43230 -0.45153 -0.26293 0.642
C -0.59571 0.28682 -0.82974 -0.385
N -1.07263 1.11896 0.01740 -0.327
O -0.40518 0.99335 1.16563 -0.157
C 0.58277 0.08380 0.94390 -0.417
H 0.22784 -1.95571 -1.67907 0.275
H 1.13227 -2.36078 -0.19266 0.278
H -1.12333 0.24465 -1.79024 0.341
H 1.40226 -0.07915 1.71380 0.356
```

Output
Multiplicity: 1
Structure (SMILES): Nc1cnoc1
Total charge: 0

***

Bottom line: iii), by a margin of 0.604 eV.

***

i) Here is a cluster of 2 separate species, C3H4N2O in total from the Open Molecules 2025 dataset. Energies are from the ωB97M-V functional and the def2-TZVPD basis.

XYZ file:
```
10
Properties=species:S:1:pos:R:3:mulliken_charge:R:1
N 0.98165 0.50268 0.35447 -0.538
C 1.39705 -0.65188 0.09748 0.163
O 0.55580 -1.61324 -0.45257 -0.222
C -0.43479 -1.32938 -1.28359 -0.219
C -2.15288 1.11512 0.60017 0.352
N -3.29776 1.22001 0.71199 -0.349
H 1.71777 1.07392 0.76346 0.208
H 2.38178 -1.08188 0.28630 0.392
H -0.34722 -0.22792 -1.47760 0.177
H -1.08091 1.01045 0.49795 0.035
```

Output
Multiplicity: 1
Total charge: 0

***

ii) Here is the molecule C3H4N2O from the Open Molecules 2025 dataset. Energies are from the ωB97M-V functional and the def2-TZVPD basis.

XYZ file:
```
10
Properties=species:S:1:pos:R:3:mulliken_charge:R:1
O -1.91558 0.92158 -0.09517 -0.533
C -1.62923 -0.20585 0.19845 0.057
N -0.37771 -0.73978 0.11113 -0.217
C 0.73637 -0.06463 -0.49844 0.079
C 1.48000 0.96410 0.20834 -0.120
N 2.09810 -0.12263 0.13262 -0.507
H -2.35269 -0.93695 0.59972 0.331
H -0.24310 -1.71275 0.34671 0.227
H 0.71260 -0.06136 -1.58455 0.359
H 1.49123 1.95827 0.58118 0.325
```

Output
Multiplicity: 1
Structure (SMILES): O=CN[C@H]1C=N1
Total charge: 0

***

Bottom line: ii), by a margin of 2.634 eV.

***

i) Here is the molecule C3H4N2O from the Open Molecules 2025 dataset. Energies are from the ωB97M-V functional and the def2-TZVPD basis.

XYZ file:
```
10
Properties=species:S:1:pos:R:3:mulliken_charge:R:1
C 0.75602 -0.07740 -0.54716 -1.290
C -0.29294 0.26818 0.45236 0.735
C -0.19395 0.57799 1.81952 0.086
N -0.03970 0.25336 3.01429 -0.433
N -1.48300 -0.14702 0.13588 -0.303
O -1.69506 -0.44248 -1.13352 -0.295
H 1.23555 -1.23527 -0.75543 0.322
H 0.78476 0.69862 -1.31626 0.470
H 1.68113 0.47131 -0.06627 0.320
H -0.75282 -0.36729 -1.60341 0.388
```

Output
Multiplicity: 1
Structure (SMILES): C/C(C#N)=N\O
Total charge: 0

***

ii) Here is the molecule C3H4N2O from the Open Molecules 2025 dataset. Energies are from the ωB97M-V functional and the def2-TZVPD basis.

XYZ file:
```
10
Properties=species:S:1:pos:R:3:mulliken_charge:R:1
N 1.77836 -0.24736 0.31023 -0.489
C 0.43954 -0.10630 0.03320 0.565
C -0.50024 0.82871 0.24999 -0.637
N -1.68894 0.23352 -0.26260 -0.097
C -1.46882 -1.02291 -0.72060 -0.353
O -0.13518 -1.20352 -0.54979 -0.162
H 2.19470 -1.02975 -0.17528 0.265
H 2.32804 0.59567 0.26248 0.244
H -0.40378 1.85029 0.59264 0.361
H -2.54366 0.10163 0.25973 0.303
```

Output
Multiplicity: 1
Total charge: 0

***

Bottom line: ii), by a margin of 2.648 eV.

***

i) Here is the molecule C3H4N2O from the Open Molecules 2025 dataset. Energies are from the ωB97M-V functional and the def2-TZVPD basis.

XYZ file:
```
10
Properties=species:S:1:pos:R:3:mulliken_charge:R:1
N 1.85546 0.04826 0.16362 -0.285
C 1.08385 -0.50264 1.12823 -0.243
O -0.16932 -0.72517 0.68246 -0.091
C -0.77718 0.13593 -0.29306 -0.257
C -2.22738 0.07120 -0.05088 0.124
N -3.36299 0.02099 0.15668 -0.345
H 2.79684 0.26599 0.45480 0.267
H 1.80671 -0.30995 -0.78394 0.215
H -0.57358 -0.14196 -1.33371 0.257
H -0.42305 1.16186 -0.13568 0.359
```

Output
Multiplicity: 1
Total charge: 0

***

ii) Here is the molecule C3H4N2O from the Open Molecules 2025 dataset. Energies are from the ωB97M-V functional and the def2-TZVPD basis.

XYZ file:
```
10
Properties=species:S:1:pos:R:3:mulliken_charge:R:1
O 0.75727 -0.03351 1.35135 -0.484
C 0.87045 0.30199 -1.38748 -0.266
N 0.10290 -0.98039 -1.31965 -0.336
C -0.68895 -0.92933 -0.32183 -0.112
C -0.35479 0.27828 0.51782 -0.033
N 0.17591 1.10510 -0.57067 -0.071
H 1.19758 -0.84474 1.04153 0.367
H -1.46467 -1.67223 -0.11559 0.349
H -1.13113 0.75841 1.12173 0.340
H 0.53542 2.01642 -0.31722 0.244
```

Output
Multiplicity: 1
Total charge: 0

***

iii) Here is the molecule C3H4N2O from the Open Molecules 2025 dataset. Energies are from the ωB97M-V functional and the def2-TZVPD basis.

XYZ file:
```
10
Properties=species:S:1:pos:R:3:mulliken_charge:R:1
O -0.11535 -2.08826 -0.70451 -0.494
C -0.02725 -0.82696 -0.19596 0.660
C -0.48928 -0.37411 0.99707 -0.967
N -0.11125 1.06542 0.84397 0.165
N 0.60779 1.37888 -0.40343 -0.707
C 0.61282 0.21946 -0.97109 -0.150
H -0.61898 -2.59796 -0.05464 0.341
H -0.96877 1.62195 0.83652 0.355
H 0.45357 1.40690 1.62412 0.357
H 1.07167 0.10898 -1.94937 0.440
```

Output
Multiplicity: 1
Total charge: 0

***

iv) Here is a structure of composition C3H4N2O from the Open Molecules 2025 dataset. Energies are from the ωB97M-V functional and the def2-TZVPD basis.

XYZ file:
```
10
Properties=species:S:1:pos:R:3:mulliken_charge:R:1
C -0.51163 -0.26839 0.29605 0.469
C 0.31478 0.64984 -1.32888 -0.488
C 1.34834 0.45070 -0.49321 -0.169
H -0.67638 -0.72289 2.10162 0.343
H 0.32181 1.23935 -2.18002 0.417
H 2.47242 0.48405 -0.52441 0.273
H 1.63240 -0.49749 1.17254 0.328
N -0.85720 0.39989 -0.72010 -0.473
N 0.79198 -0.35540 0.48398 -0.195
O -1.27532 -0.72592 1.27992 -0.505
```

Output
Multiplicity: 1
Total charge: 0

***

Bottom line: iv), by a margin of 1.199 eV.